No. 1
C27H60EuGeN3O9P2SSe3 as an isolated structure, computed with ωB97M-V/def2-TZVPD.

Each line ends with the Löwdin spin population.
Element x y z (Å)
Eu (1.2855, -0.0394, 0.7648)  5.04
N (0.0992, -2.1976, 1.6831)  0.00
C (-0.0046, -3.0628, 0.4999)  0.02
C (1.2806, -3.3523, -0.2270)  0.15
O (1.6797, -4.4827, -0.5596)  0.14
N (2.1108, -2.2903, -0.4881)  0.13
C (3.0644, -2.5625, -1.2860)  0.42
C (5.1811, -1.7476, 2.5192)  0.00
O (5.8807, -2.6444, 2.2410)  0.00
O (4.4152, -0.8855, 2.7219)  0.00
H (0.7144, -2.5695, 2.4351)  0.00
H (-0.7749, -1.9465, 2.1396)  0.00
H (-0.7142, -2.6967, -0.3320)  0.01
H (-0.3620, -4.0820, 0.7309)  0.00
H (3.5225, -1.7383, -1.7964)  0.04
H (3.3207, -3.5646, -1.4561)  0.04
C (-3.0384, 2.3034, -3.3422)  0.00
C (-1.9566, 2.2193, -2.2895)  0.00
C (-1.6439, 3.5926, -1.7717)  0.00
O (-0.7540, 1.6389, -3.0673)  0.00
P (0.6559, 1.1300, -2.5845)  0.00
O (0.5015, 0.2590, -1.3632)  -0.01
C (1.7490, 2.6459, -2.3524)  0.00
P (3.0444, 2.5227, -1.0733)  0.00
O (2.6019, 1.7158, 0.1468)  -0.01
O (4.2702, 1.8711, -1.6922)  0.00
C (5.3731, 1.7905, -2.6642)  0.00
C (5.2856, 0.4459, -3.3975)  0.00
C (6.6634, 1.8977, -1.9071)  0.00
O (3.3725, 3.9775, -0.5745)  0.00
C (2.9283, 4.4973, 0.7025)  0.00
C (4.1317, 5.0042, 1.4044)  0.00
C (1.8348, 5.5351, 0.4686)  0.00
O (1.3485, 0.5065, -3.8101)  0.00
C (1.0031, -0.6363, -4.7410)  0.00
C (-0.1768, -1.3788, -4.1704)  0.00
C (0.6990, -0.0103, -6.0391)  0.00
H (-3.8797, 2.8706, -2.9961)  0.00
H (-3.3537, 1.3350, -3.7167)  0.00
H (-2.6125, 2.8009, -4.2336)  0.00
H (-2.1475, 1.4891, -1.4904)  0.00
H (-1.2810, 4.2459, -2.5585)  0.00
H (-0.8952, 3.6399, -0.9434)  0.00
H (-2.5432, 4.1084, -1.3866)  0.00
H (1.0676, 3.4498, -2.0810)  0.00
H (2.1651, 2.8580, -3.3383)  0.00
H (5.1968, 2.6551, -3.3367)  0.00
H (5.4028, -0.3566, -2.6466)  0.00
H (6.1326, 0.4132, -4.0800)  0.00
H (4.3277, 0.3023, -3.9257)  0.00
H (6.6773, 1.1833, -1.0821)  0.00
H (6.7894, 2.8935, -1.4488)  0.00
H (7.4832, 1.6797, -2.5752)  0.00
H (2.5178, 3.6496, 1.2453)  0.00
H (4.7780, 5.6340, 0.7610)  0.00
H (4.7416, 4.1565, 1.7869)  0.00
H (3.8559, 5.6328, 2.2440)  0.00
H (1.9257, 6.0758, -0.4633)  0.00
H (1.7865, 6.2845, 1.2725)  0.00
H (0.8490, 5.0868, 0.4559)  0.00
H (1.8904, -1.2589, -4.7972)  0.00
H (-1.0235, -0.6749, -4.0131)  0.00
H (0.0531, -1.8916, -3.2409)  0.00
H (-0.5185, -2.1153, -4.8979)  0.00
H (-0.2881, 0.3818, -6.0233)  0.00
H (0.6306, -0.7854, -6.8238)  0.00
H (1.4195, 0.7945, -6.2685)  0.00
C (-2.5990, -1.9597, 5.5718)  0.00
Se (-2.2918, -0.3672, 4.5234)  0.00
C (-1.4151, 1.0427, 5.6682)  0.00
C (0.0266, 0.7139, 5.8854)  0.00
Se (1.5055, 1.1442, 4.5448)  0.00
C (2.8057, 0.6088, 5.9827)  0.00
H (-1.9879, -2.7658, 5.2275)  0.00
H (-3.6465, -2.2845, 5.3737)  0.00
H (-2.4444, -1.8632, 6.6130)  0.00
H (-1.9920, 1.0986, 6.6269)  0.00
H (-1.6091, 1.9418, 5.0662)  0.00
H (0.1591, -0.3585, 6.0819)  0.00
H (0.4929, 1.2313, 6.7324)  0.00
H (2.3771, 0.6016, 6.9864)  0.00
H (3.5951, 1.3530, 5.8996)  0.00
H (3.2030, -0.3818, 5.8386)  0.00
C (-5.1491, -3.8734, 2.3250)  0.00
Ge (-5.3362, -4.3760, 0.4463)  0.00
C (-3.9094, -5.8092, 0.3415)  0.00
C (-7.1018, -5.1313, 0.1163)  0.00
C (-5.1509, -2.9187, -0.8491)  0.00
Se (-4.4296, -1.4381, 0.1766)  0.00
C (-5.6501, -0.0251, -0.4941)  0.00
H (-5.5049, -4.7119, 2.9390)  0.00
H (-5.7413, -2.9609, 2.6009)  0.00
H (-4.0951, -3.6425, 2.6028)  0.00
H (-4.0348, -6.6171, 1.0680)  0.00
H (-2.9190, -5.4077, 0.5964)  0.00
H (-3.8513, -6.3138, -0.6495)  0.00
H (-7.8133, -4.3292, -0.1050)  0.00
H (-7.4675, -5.7475, 0.9478)  0.00
H (-7.1091, -5.7502, -0.7618)  0.00
H (-6.1106, -2.7445, -1.3543)  0.00
H (-4.4354, -3.3071, -1.5544)  0.00
H (-4.9820, 0.8508, -0.5905)  0.00
H (-6.3417, 0.1833, 0.3715)  0.00
H (-6.1418, -0.3458, -1.4003)  0.00
S (-1.0997, 3.6102, 2.0002)  0.00
C (-0.9152, 2.0149, 1.8674)  0.00
N (-0.6288, 0.8316, 1.8661)  -0.01

The expectation value of S² is 12.04. Its multiplicity is 7. The HOMO energy (spin up / spin down) comes out at -4.322 / -3.767 eV.



No. 2
A 11-piece molecular cluster, C27H62F14N11O29S14 overall, computed with ωB97M-V/def2-TZVPD.

Each line ends with the Löwdin charge.
Element x y z (Å)
C (-1.1438, -2.7903, -8.1600)  0.04
C (0.2209, -2.1822, -7.9637)  -0.33
O (0.5924, -1.0967, -8.4703)  0.13
N (1.3070, -2.9284, -7.2149)  0.10
H (1.0545, -3.8534, -6.8978)  0.16
H (2.0166, -3.1747, -7.8902)  0.18
C (1.8050, -2.1277, -6.0066)  0.06
H (-1.7170, -2.2133, -8.8858)  0.11
H (-1.6177, -2.5296, -7.2137)  0.11
H (-1.1376, -3.8574, -8.3823)  0.11
H (2.6658, -2.6229, -5.5572)  0.11
H (0.9689, -2.1137, -5.3074)  0.11
H (1.9963, -1.1767, -6.5036)  0.10
C (-0.1722, -7.8758, -11.9905)  -0.11
C (0.9054, -8.8160, -11.5229)  -0.24
C (1.8277, -8.2030, -10.4326)  -0.07
N (2.9792, -9.2331, -10.1579)  -0.22
C (3.7484, -9.6154, -11.4898)  0.04
C (2.5823, -10.5863, -9.4435)  -0.02
C (3.6856, -10.9758, -8.3768)  -0.15
C (4.5578, -9.8666, -8.3640)  -0.21
C (3.9871, -8.6808, -9.1767)  -0.10
H (-0.7531, -8.3780, -12.7642)  0.09
H (0.2660, -6.9473, -12.3564)  0.08
H (-0.9689, -7.5905, -11.3035)  0.08
H (1.4713, -8.9627, -12.4429)  0.10
H (0.4206, -9.7721, -11.3258)  0.12
H (1.3277, -7.8614, -9.5264)  0.14
H (2.3782, -7.3986, -10.9204)  0.13
H (3.2726, -10.4709, -11.9692)  0.10
H (4.7730, -9.9439, -11.3159)  0.10
H (3.8972, -8.7286, -12.1059)  0.10
H (2.4069, -11.2351, -10.3016)  0.12
H (1.6454, -10.4435, -8.9050)  0.13
H (4.2862, -11.7981, -8.7656)  0.13
H (3.4038, -11.2166, -7.3518)  0.14
H (5.4941, -10.1661, -8.8348)  0.12
H (4.8630, -9.5734, -7.3595)  0.13
H (4.6841, -8.0572, -9.7364)  0.14
H (3.3950, -8.1495, -8.4315)  0.13
C (5.5607, -2.3805, -18.7973)  -0.09
C (6.1854, -3.6761, -18.3646)  -0.25
C (5.1898, -4.7845, -18.5126)  -0.11
N (5.9360, -6.1247, -18.6586)  -0.24
C (6.3735, -6.1968, -20.1241)  0.02
C (7.0119, -6.4137, -17.5868)  -0.08
C (7.0068, -7.8685, -17.2781)  -0.16
C (5.9070, -8.4682, -18.1291)  -0.13
C (4.9958, -7.3031, -18.4637)  -0.10
H (6.1824, -1.5202, -18.5494)  0.09
H (4.5417, -2.2042, -18.4526)  0.09
H (5.3180, -2.4185, -19.8592)  0.08
H (6.4336, -3.6380, -17.3039)  0.12
H (7.1668, -3.7257, -18.8363)  0.11
H (4.6122, -4.8399, -19.4353)  0.13
H (4.5018, -4.8832, -17.6729)  0.15
H (5.5504, -6.3768, -20.8157)  0.11
H (6.9853, -7.0758, -20.3272)  0.10
H (6.9145, -5.2755, -20.3399)  0.10
H (7.9651, -6.0985, -18.0112)  0.14
H (6.7075, -5.8778, -16.6878)  0.14
H (7.9984, -8.2893, -17.4450)  0.12
H (6.8847, -8.0183, -16.2054)  0.13
H (6.3612, -8.8763, -19.0320)  0.11
H (5.3357, -9.2197, -17.5841)  0.14
H (4.3695, -7.4111, -19.3492)  0.14
H (4.3700, -7.0062, -17.6220)  0.14
C (-11.7513, -12.1941, -13.4252)  -0.09
C (-10.5468, -13.0912, -13.6462)  -0.26
C (-9.2946, -12.1993, -13.7295)  -0.06
N (-7.9125, -13.0006, -13.8776)  -0.21
C (-7.7187, -14.2093, -12.8652)  0.07
C (-6.7168, -12.0632, -13.7831)  -0.12
C (-6.7624, -11.3254, -15.0674)  -0.15
C (-7.1853, -12.3568, -16.1124)  -0.14
C (-7.7708, -13.5180, -15.3277)  -0.10
H (-12.6910, -12.7456, -13.3958)  0.08
H (-11.7990, -11.3441, -14.1059)  0.08
H (-11.5997, -11.8038, -12.4188)  0.09
H (-10.5618, -13.7694, -14.4994)  0.10
H (-10.6248, -13.7961, -12.8185)  0.10
H (-9.1404, -11.6823, -12.7823)  0.14
H (-9.4368, -11.5028, -14.5558)  0.13
H (-8.7101, -14.6614, -12.8385)  0.08
H (-7.4604, -13.8651, -11.8638)  0.11
H (-6.8749, -14.7853, -13.2451)  0.10
H (-5.8664, -12.7400, -13.6998)  0.14
H (-6.7127, -11.3785, -12.9350)  0.15
H (-5.8273, -10.8359, -15.3397)  0.14
H (-7.5022, -10.5316, -14.9644)  0.12
H (-6.3674, -12.7702, -16.7025)  0.12
H (-7.8190, -11.9308, -16.8903)  0.12
H (-7.0176, -14.3040, -15.2740)  0.12
H (-8.6789, -13.9368, -15.7613)  0.13
N (0.4958, -6.7981, -5.4667)  -0.29
S (1.3390, -7.2371, -4.3192)  0.37
O (1.7645, -8.6272, -4.2483)  -0.29
O (1.0536, -6.5257, -3.0414)  -0.34
F (2.7549, -6.5358, -4.6082)  -0.24
S (-0.8252, -7.8432, -4.9494)  0.57
O (-1.4120, -7.6988, -3.6236)  -0.28
O (-1.0688, -9.1413, -5.5164)  -0.27
F (-1.9331, -7.0218, -5.7311)  -0.22
N (-2.0971, -1.4346, -16.5653)  -0.26
S (-2.6734, -2.1187, -15.4823)  0.37
O (-2.4268, -1.5532, -14.1513)  -0.31
O (-2.8781, -3.5661, -15.6963)  -0.32
F (-4.2165, -1.5241, -15.6516)  -0.25
S (-0.5027, -1.8172, -16.1171)  0.56
O (-0.1340, -3.2030, -15.9023)  -0.28
O (0.2045, -0.7898, -15.4160)  -0.28
F (0.0098, -1.5488, -17.5952)  -0.22
N (4.8908, -3.0852, -10.0092)  -0.29
S (4.8828, -2.8016, -11.5499)  0.39
O (5.5335, -3.7485, -12.3988)  -0.31
O (4.9617, -1.4486, -12.0226)  -0.29
F (3.3337, -3.2097, -11.8539)  -0.23
S (6.5979, -2.8018, -9.8873)  0.58
O (7.1349, -1.4495, -10.1743)  -0.31
O (7.4853, -3.9592, -10.0848)  -0.31
F (6.6906, -2.6520, -8.3246)  -0.21
N (0.5771, -17.1768, -2.0260)  -0.28
S (0.8670, -15.8141, -2.6451)  0.48
O (-0.1618, -14.7656, -2.5035)  -0.32
O (1.7102, -15.7938, -3.8642)  -0.33
F (2.0203, -15.2264, -1.5886)  -0.26
S (-0.5794, -17.5867, -3.1597)  0.52
O (-0.1706, -17.8828, -4.5343)  -0.30
O (-1.8364, -16.9902, -3.0146)  -0.28
F (-1.0301, -19.0269, -2.5454)  -0.24
N (-8.9901, -4.4463, -10.9569)  -0.24
S (-7.3291, -4.2286, -10.4776)  0.56
O (-6.6925, -2.9858, -10.9108)  -0.30
O (-6.4293, -5.2977, -10.2463)  -0.27
F (-7.7402, -3.8287, -8.9790)  -0.23
S (-8.5975, -5.4688, -11.9589)  0.36
O (-8.5734, -6.8039, -11.4151)  -0.32
O (-7.8981, -5.0984, -13.1903)  -0.30
F (-10.0398, -5.5636, -12.6826)  -0.26
N (0.0159, -13.3372, -17.2160)  -0.26
S (-0.4709, -13.9443, -15.6198)  0.65
O (-1.8771, -14.3247, -15.4156)  -0.33
O (0.2766, -13.6269, -14.3839)  -0.31
F (0.1693, -15.3834, -15.8699)  -0.22
S (0.2092, -11.9450, -16.9097)  0.31
O (1.4438, -11.4807, -16.2953)  -0.32
O (-0.9918, -11.1559, -16.7440)  -0.31
F (0.5588, -11.6801, -18.4063)  -0.21
N (8.8520, -13.3474, -9.4904)  -0.26
S (9.0360, -14.3444, -8.1009)  0.53
O (10.3939, -14.7806, -7.8704)  -0.30
O (7.9074, -14.9917, -7.4246)  -0.28
F (9.0658, -13.0782, -7.1980)  -0.22
S (8.3159, -14.5233, -10.3119)  0.49
O (6.8304, -14.5887, -10.5904)  -0.35
O (9.0751, -15.8186, -10.4409)  -0.34
F (8.8515, -13.8174, -11.6966)  -0.28

The net charge is -3. The HOMO energy comes out at -4.228 eV.



It is found that the E values, taken in the order of the records, are -353168.316, -294491.213 eV.